100
Properties=species:S:1:pos:R:3:lowdin_charge:R:1 method="wB97M-V/def2-TZVPD" charge=0 gap_ev=3.82 e_homo_ev=-5.74 lumo_ev=-1.914
K -1.681 0.954 -0.311 0.828
Cl 3.618 -4.616 -0.697 0.642
Cl 3.691 0.740 -1.037 0.670
S -1.228 -1.497 -2.911 0.681
S -2.351 -0.382 -4.358 0.646
F 1.964 0.798 4.698 0.066
O 0.802 0.538 -0.338 -0.197
O -5.193 3.427 1.194 0.000
O -2.300 0.689 2.160 -0.029
O -3.352 2.804 0.043 -0.135
N -0.540 -1.740 0.369 0.081
N 1.787 2.814 6.501 -0.086
N 0.571 -2.828 -4.655 -0.102
N 1.354 2.954 9.313 0.055
N -0.907 -1.224 -6.719 -0.114
N -2.455 4.049 4.373 -0.011
C -4.034 3.033 1.069 -0.681
C -3.022 -5.122 -6.324 -0.074
C -0.368 3.455 5.486 0.050
C -2.289 1.809 2.664 -0.332
C 0.750 -1.827 -0.037 -0.179
C -0.130 1.286 3.739 0.108
C 1.411 -0.559 -0.385 -0.472
C 1.424 -3.074 -0.110 -0.199
C 2.338 -0.257 -4.232 -0.045
C 3.428 -1.929 -0.821 -0.163
C -1.166 -2.832 0.727 -0.155
C 0.732 2.619 5.565 -0.152
C -2.560 -5.953 -7.337 -0.095
C 0.702 -4.233 0.254 -0.038
C -2.246 -3.187 -7.539 -0.222
C 4.760 -0.920 -5.417 -0.089
C -3.278 3.883 3.278 0.035
C -2.623 5.196 5.214 -0.277
C -1.802 -4.026 -8.553 -0.059
C -2.964 4.985 6.667 -0.111
C -1.253 2.117 3.674 -0.041
C 4.370 0.406 -5.338 -0.095
C 3.160 0.735 -4.739 -0.085
C -3.203 2.891 2.366 -0.022
C 2.123 1.694 7.352 -0.136
C -1.983 -1.703 -7.599 -0.130
C 3.930 -1.916 -4.915 -0.049
C -1.171 -1.275 -5.354 -0.695
C -2.872 -3.748 -6.427 -0.033
C 1.788 -2.689 -3.853 -0.116
C 2.712 -1.596 -4.330 -0.215
C -1.956 -5.403 -8.456 -0.090
C -1.361 3.223 4.519 -0.126
C 2.775 -3.096 -0.534 -0.652
C 1.231 1.636 8.584 -0.072
C 0.426 -1.795 -6.947 -0.110
C -0.588 -4.114 0.683 -0.062
C 1.872 4.074 7.190 -0.144
C 2.772 -0.704 -0.730 -0.602
C -3.995 5.519 5.712 -0.080
C -0.459 -1.938 -4.437 -0.686
C 0.742 -3.053 -6.095 -0.104
C 0.844 1.556 4.654 -0.193
C 0.987 4.125 8.438 -0.083
H -4.794 4.852 5.423 0.115
H 1.493 -2.516 -2.814 0.100
H -1.978 6.037 4.977 0.154
H 0.103 -3.883 -6.401 0.112
H -2.888 -1.151 -7.333 0.122
H 4.231 -2.956 -4.979 0.110
H -1.175 -4.974 0.978 0.097
H -3.084 3.959 6.987 0.108
H 1.603 4.885 6.515 0.140
H 0.769 2.946 10.148 0.181
H 1.160 -1.023 -6.709 0.119
H -1.601 -6.043 -9.254 0.099
H -0.461 4.303 6.145 0.086
H 1.510 0.856 9.291 0.137
H 2.863 1.772 -4.647 0.106
H -4.046 4.638 3.164 0.144
H 1.410 0.011 -3.740 0.117
H -1.719 -1.413 -8.618 0.120
H -0.067 3.993 8.197 0.120
H 2.310 -3.649 -3.871 0.126
H 5.708 -1.183 -5.869 0.098
H 2.019 0.764 6.801 0.131
H -2.538 5.670 7.388 0.094
H -0.050 0.467 3.034 0.146
H 5.013 1.186 -5.726 0.097
H 3.175 1.765 7.653 0.140
H 4.465 -1.942 -1.132 0.103
H 1.187 -5.197 0.194 0.082
H 1.120 5.029 9.032 0.137
H 1.777 -3.343 -6.277 0.121
H 0.182 1.531 8.309 0.144
H 2.914 4.243 7.491 0.135
H -4.259 6.563 5.777 0.108
H -2.678 -7.026 -7.253 0.098
H 2.322 3.064 9.628 0.180
H -3.233 -3.106 -5.632 0.107
H -3.501 -5.546 -5.451 0.104
H 0.516 -2.040 -8.006 0.122
H -2.195 -2.716 1.056 0.107
H -1.320 -3.600 -9.426 0.109

---

97
Properties=species:S:1:pos:R:3:lowdin_charge:R:1 method="wB97M-V/def2-TZVPD" charge=-1 gap_ev="3.44 / 4.60" e_homo_ev="-1.29 / -5.00" spin_multiplicity=8 lumo_ev="2.149 / -0.402"
Gd 2.057 1.110 0.107 1.444
Te -2.689 0.744 -2.277 1.274
Cl 4.730 0.273 -2.529 0.322
P -0.093 -1.259 -1.960 0.869
P -0.958 0.279 0.518 0.812
O 1.546 2.351 1.902 -0.224
O 4.000 0.995 1.116 -0.379
O 2.204 -3.862 2.801 -0.100
N 1.926 3.376 -0.773 -0.060
N 3.470 -0.221 1.502 -0.128
N 1.708 5.606 -0.633 0.092
N -7.043 -1.649 -2.819 0.031
N 2.517 -2.649 2.188 0.066
C 1.528 -4.833 -1.109 -0.141
C -1.575 -2.124 -5.642 -0.102
C -2.119 -2.422 4.003 -0.105
C 4.154 -0.917 2.360 -0.287
C 2.961 3.406 3.546 -0.007
C -1.150 -2.166 1.794 -0.079
C -5.498 0.048 -3.540 -0.127
C -6.760 -0.528 -3.494 -0.185
C 1.398 3.862 -1.972 -0.135
C -4.119 3.371 1.884 -0.086
C 5.409 -0.391 3.001 -0.026
C -2.832 3.779 1.583 -0.097
C -0.566 -1.130 -3.692 -0.435
C 1.216 5.208 -1.891 -0.086
C 2.954 0.702 -2.367 -0.731
C 3.473 4.582 4.125 -0.128
C -4.823 -1.534 -1.809 -0.128
C -2.137 1.556 0.967 -0.445
C -6.102 -2.114 -2.004 -0.169
C 3.147 5.615 1.973 -0.065
C 4.408 -3.196 3.696 -0.025
C -0.843 -5.165 -1.689 -0.094
C -4.414 2.015 1.740 -0.075
C -3.424 1.139 1.313 -0.128
C -1.312 -2.156 -4.256 -0.109
C 2.538 4.477 1.432 -0.126
C -1.316 -0.236 3.287 -0.078
C 3.568 5.699 3.327 -0.079
C -1.818 -2.951 2.743 -0.081
C -1.103 -0.769 1.996 -0.359
C 3.663 -2.260 2.714 -0.242
C 1.443 -3.490 -1.364 -0.103
C 2.351 3.355 2.290 -0.324
C -1.263 -0.297 -1.090 -0.948
C 0.122 -2.959 -1.655 -0.446
C 0.006 -0.084 -4.541 -0.129
C -0.977 -3.778 -1.681 -0.200
C -0.271 -0.092 -5.876 -0.118
C -1.086 -1.104 -6.413 -0.129
C -1.799 2.915 1.201 -0.064
C 0.428 -5.690 -1.344 -0.132
C -1.813 -1.104 4.275 -0.102
C 2.109 4.447 0.039 -0.267
C -4.529 -0.403 -2.568 -0.491
H 5.229 -0.411 4.073 0.078
H 3.759 -3.691 4.405 0.069
H 0.882 5.921 -2.591 0.087
H -1.169 0.845 3.526 0.126
H -2.085 -3.961 2.525 0.091
H 1.168 3.188 -2.783 0.092
H -3.642 0.056 1.225 0.121
H 5.561 0.634 2.663 0.074
H -2.206 -2.907 -6.048 0.097
H -2.517 -3.064 4.779 0.094
H 3.974 6.622 3.678 0.095
H -5.313 0.827 -4.277 0.088
H 5.190 -2.621 4.184 0.052
H -7.585 -0.135 -4.120 0.104
H 3.275 6.478 1.336 0.082
H -1.928 -0.689 5.266 0.094
H 1.762 6.523 -0.219 0.131
H -1.799 -2.923 -3.644 0.083
H -1.430 -1.096 -7.480 0.105
H 2.834 1.612 -2.973 -0.061
H 0.640 0.672 -4.048 0.083
H 1.395 -4.162 2.341 0.097
H -2.560 4.834 1.666 0.101
H -4.936 4.033 2.071 0.091
H 3.827 4.648 5.130 0.079
H 2.971 2.500 4.156 0.119
H 6.237 -1.082 2.829 0.086
H 0.116 0.715 -6.531 0.107
H 2.473 -0.167 -2.905 -0.063
H -1.680 -5.809 -1.977 0.096
H -6.282 -3.069 -1.546 0.090
H -1.946 -3.311 -1.784 0.077
H -0.824 -2.575 0.835 0.083
H -5.337 1.642 2.094 0.088
H 4.949 -3.970 3.121 0.094
H -4.148 -1.955 -1.036 0.097
H 0.529 -6.742 -1.276 0.061
H 2.301 -2.819 -1.392 0.098
H 2.473 -5.281 -0.731 0.103
H -0.765 3.313 1.027 0.108

---

For reference, ΔE to the lowest compared entry with this formula, charge and spin by record: 20.23; 152.25 kcal per mole.